[1]
ORCA calculation (ωB97M-V with the def2-TZVPD basis set) on C15H15BrCsNO7S as an isolated structure at a distorted geometry.

```
41
C15H15BrCsNO7S | the OMol25 dataset | ωB97M-V with the def2-TZVPD basis set
Cs -0.483 1.158 0.430
O 3.434 1.196 1.272
C 3.782 0.353 0.215
C 4.424 -0.896 0.798
C 3.439 -1.719 1.637
C 2.493 -2.523 0.786
C 2.891 -3.744 0.238
C 2.013 -4.440 -0.570
C 0.761 -3.898 -0.815
C 0.441 -2.677 -0.237
N 1.289 -2.003 0.547
H 2.864 1.932 0.899
H 4.485 0.843 -0.476
H 2.899 0.086 -0.381
H 5.259 -0.581 1.430
H 4.840 -1.519 -0.003
H 2.859 -1.030 2.251
H 3.979 -2.397 2.305
H 3.882 -4.127 0.454
H 2.299 -5.394 -1.001
H 0.033 -4.398 -1.439
H -0.528 -2.210 -0.397
O 1.324 5.163 0.459
S 0.935 3.759 0.336
O -0.177 3.579 -0.659
O 2.083 2.906 -0.131
O 0.480 3.193 1.645
Br -6.280 4.645 -0.926
C -5.327 2.994 -0.804
C -6.031 1.836 -0.517
C -5.339 0.639 -0.435
C -3.961 0.584 -0.629
C -3.284 1.771 -0.915
C -3.959 2.982 -1.004
C -3.257 -0.790 -0.526
O -3.986 -1.793 -0.490
O -2.005 -0.731 -0.474
H -7.102 1.875 -0.363
H -5.844 -0.296 -0.227
H -2.215 1.783 -1.071
H -3.408 3.890 -1.209
```

Its total charge is -2. As for the largest force on an atom: 0.043 hartree/bohr. The calculation puts the LUMO energy at 4.0 eV. For the calculated total energy, the calculation gives -4154.506045 a.u. For the frontier orbital gap, the calculation gives 6.14 eV.

Taken from the Löwdin analysis, the atomic charges in e are: atom 1 (Cs): 1.53, atom 2 (O): -0.10, atom 3 (C): -0.31, atom 4 (C): -0.18, atom 5 (C): -0.15, atom 6 (C): -0.29, atom 7 (C): -0.05, atom 8 (C): -0.10, atom 9 (C): -0.07, atom 10 (C): -0.11, atom 11 (N): 0.12, atom 12 (H): 0.02, atom 13 (H): 0.11, atom 14 (H): 0.11, atom 15 (H): 0.11, atom 16 (H): 0.10, atom 17 (H): 0.11, atom 18 (H): 0.10, atom 19 (H): 0.10, atom 20 (H): 0.09, atom 21 (H): 0.10, atom 22 (H): 0.08, atom 23 (O): -0.40, atom 24 (S): 0.13, atom 25 (O): -0.62, atom 26 (O): -0.47, atom 27 (O): -0.68, atom 28 (Br): 0.66, atom 29 (C): -0.69, atom 30 (C): -0.15, atom 31 (C): -0.03, atom 32 (C): -0.12, atom 33 (C): -0.09, atom 34 (C): -0.11, atom 35 (C): -0.68, atom 36 (O): -0.04, atom 37 (O): -0.33, atom 38 (H): 0.09, atom 39 (H): 0.11, atom 40 (H): -0.01, atom 41 (H): 0.11



[2]
ORCA calculation (ωB97M-V with the def2-TZVPD basis set) on a 18-piece molecular cluster, C59H148N16O18 overall at a distorted geometry.

```
241
C59H148N16O18 | the OMol25 dataset | ωB97M-V with the def2-TZVPD basis set
C -1.359 1.181 7.740
C -0.247 2.218 7.559
C 0.605 2.094 8.816
C 1.835 2.932 8.612
C 2.593 2.446 7.392
C 1.827 2.474 6.055
N 0.565 1.819 6.354
O -0.280 1.786 5.297
C 1.740 3.951 5.603
C 2.559 1.748 4.984
C -0.834 3.710 7.557
H -0.962 0.165 7.566
H -2.147 1.431 7.022
H -1.824 1.217 8.677
H 0.014 2.395 9.624
H 0.814 1.044 8.885
H 2.567 2.694 9.440
H 1.590 3.989 8.602
H 2.821 1.379 7.584
H 3.502 3.044 7.301
H 1.243 4.079 4.685
H 1.203 4.459 6.427
H 2.703 4.341 5.437
H 3.581 2.115 4.921
H 2.510 0.692 5.267
H 2.067 1.748 3.927
H -1.338 3.980 6.613
H -0.129 4.535 7.705
H -1.631 3.774 8.329
H -0.721 2.630 5.096
C -3.306 2.608 2.861
C -4.648 1.810 3.057
C -4.271 0.470 3.550
C -3.953 0.287 5.050
C -5.132 0.819 5.845
C -5.451 2.286 5.388
N -5.623 2.410 3.970
O -5.781 3.801 3.680
C -6.812 2.709 6.027
C -4.309 3.187 5.972
C -5.259 1.700 1.644
H -3.715 3.490 2.484
H -2.759 2.032 2.092
H -2.551 2.622 3.682
H -5.007 -0.304 3.287
H -3.450 0.008 3.029
H -3.017 0.760 5.378
H -3.862 -0.807 5.182
H -5.040 0.880 6.917
H -5.953 0.171 5.535
H -6.700 2.398 7.055
H -6.947 3.751 5.878
H -7.634 2.129 5.588
H -4.197 2.988 7.030
H -3.401 2.949 5.427
H -4.554 4.251 5.909
H -5.541 2.708 1.327
H -6.154 1.078 1.634
H -4.461 1.308 1.037
H -6.734 3.838 3.603
C 2.375 -3.583 -1.203
C 3.614 -4.485 -0.985
C 3.233 -5.768 -0.279
C 4.267 -6.806 -0.079
C 4.732 -7.216 -1.590
C 5.040 -6.011 -2.454
N 4.017 -4.933 -2.344
O 4.400 -3.803 -3.142
C 6.424 -5.466 -2.102
C 5.122 -6.438 -3.975
C 4.567 -3.691 -0.115
H 1.807 -3.947 -2.049
H 2.722 -2.636 -1.569
H 1.739 -3.446 -0.312
H 2.623 -5.626 0.635
H 2.439 -6.241 -0.897
H 3.958 -7.740 0.403
H 5.103 -6.429 0.514
H 3.909 -7.779 -1.964
H 5.668 -7.710 -1.432
H 6.483 -5.226 -1.018
H 7.181 -6.212 -2.347
H 6.643 -4.596 -2.614
H 5.577 -5.688 -4.620
H 5.718 -7.388 -4.035
H 4.097 -6.625 -4.313
H 3.965 -3.252 0.638
H 5.062 -2.874 -0.652
H 5.353 -4.291 0.314
H 5.124 -3.273 -2.781
C 2.187 2.968 -3.118
C 1.824 1.977 -1.974
C 2.185 2.723 -0.579
C 1.594 1.994 0.617
C 0.140 1.980 0.459
C -0.323 1.207 -0.787
N 0.386 1.832 -1.929
O 0.066 1.146 -3.170
C -0.005 -0.259 -0.544
C -1.770 1.394 -1.061
C 2.706 0.703 -2.206
H 3.091 3.572 -3.034
H 1.363 3.736 -3.165
H 2.146 2.497 -4.099
H 3.303 2.838 -0.593
H 1.756 3.727 -0.711
H 1.741 2.734 1.414
H 2.108 1.067 0.754
H -0.351 2.942 0.391
H -0.400 1.492 1.318
H -0.654 -0.592 0.309
H -0.152 -0.981 -1.289
H 0.964 -0.321 -0.055
H -2.207 0.934 -1.959
H -2.444 1.167 -0.245
H -1.870 2.470 -1.331
H 2.494 -0.196 -1.595
H 3.685 1.041 -2.017
H 2.678 0.236 -3.215
H -0.371 1.832 -3.701
C -5.128 -2.258 1.154
C -4.846 -2.374 -0.375
C -3.269 -2.250 -0.474
C -2.854 -2.594 -1.892
C -3.099 -4.120 -2.070
C -4.567 -4.419 -1.981
N -5.144 -3.814 -0.714
O -6.553 -4.049 -0.722
C -5.344 -4.096 -3.238
C -4.692 -5.912 -1.780
C -5.615 -1.348 -1.199
H -4.924 -1.159 1.318
H -4.460 -2.933 1.726
H -6.107 -2.594 1.496
H -2.981 -1.184 -0.258
H -2.823 -3.017 0.159
H -1.794 -2.509 -2.177
H -3.326 -1.961 -2.653
H -2.531 -4.706 -1.329
H -2.844 -4.362 -3.111
H -6.471 -4.093 -3.083
H -5.089 -3.122 -3.617
H -5.118 -4.760 -4.073
H -4.419 -6.217 -0.758
H -5.810 -6.205 -1.863
H -4.275 -6.474 -2.635
H -5.265 -1.419 -2.270
H -5.585 -0.323 -0.912
H -6.628 -1.741 -1.228
H -6.647 -4.778 -0.110
C 0.235 -2.117 6.134
C 0.409 -2.528 4.657
C 1.881 -2.586 4.264
C 2.000 -3.239 2.922
C 1.376 -4.588 2.907
C -0.073 -4.634 3.372
N -0.206 -3.836 4.626
O -1.599 -3.668 4.990
C -0.947 -4.199 2.112
C -0.374 -6.121 3.683
C -0.319 -1.377 3.795
H -0.814 -1.932 6.358
H 0.774 -1.257 6.481
H 0.549 -2.971 6.830
H 2.270 -1.574 4.277
H 2.336 -3.203 5.088
H 3.079 -3.259 2.717
H 1.493 -2.525 2.212
H 1.994 -5.137 3.647
H 1.462 -4.951 1.884
H -0.667 -3.209 1.909
H -0.626 -4.803 1.209
H -2.067 -4.322 2.288
H -1.390 -6.265 4.022
H -0.088 -6.758 2.809
H 0.255 -6.393 4.542
H -0.029 -1.479 2.736
H 0.092 -0.461 4.128
H -1.405 -1.373 3.856
H -2.036 -3.051 4.344
C -2.130 3.960 -5.280
O -1.189 3.184 -5.054
N -2.999 3.676 -6.303
N -2.418 5.055 -4.512
H -3.538 4.480 -6.604
H -2.721 2.990 -6.983
H -3.313 5.520 -4.535
H -1.749 5.194 -3.703
C 1.771 6.871 -2.539
O 1.529 6.232 -1.481
N 0.902 6.691 -3.612
N 2.883 7.645 -2.731
H 0.874 7.200 -4.538
H 0.165 6.016 -3.463
H 3.216 7.905 -3.639
H 3.449 7.380 -1.990
C 3.931 2.203 -8.207
O 3.820 3.268 -8.779
N 4.084 1.018 -8.811
N 3.961 2.234 -6.828
H 3.844 1.003 -9.804
H 4.059 0.238 -8.193
H 3.865 1.306 -6.358
H 3.423 2.985 -6.424
C 5.984 -1.312 -3.937
O 6.095 -1.740 -2.802
N 5.674 -0.032 -4.199
N 6.198 -2.137 -4.982
H 5.785 0.606 -3.363
H 5.570 0.306 -5.137
H 6.284 -3.127 -4.810
H 5.684 -1.906 -5.833
C 2.593 -0.985 -5.659
O 3.435 -0.849 -6.542
N 1.507 -0.151 -5.634
N 2.556 -1.996 -4.734
H 1.295 0.317 -6.526
H 0.941 -0.030 -4.831
H 3.413 -2.549 -4.630
H 1.896 -2.051 -4.005
O -0.424 2.755 -8.613
H -0.437 2.014 -7.989
H -0.395 2.370 -9.481
O -5.404 6.735 -4.686
H -6.293 6.584 -4.568
H -5.249 7.295 -3.930
O 4.716 7.514 -5.456
H 5.704 7.447 -5.457
H 4.473 6.713 -5.913
O -0.720 4.734 -2.126
H -0.400 3.834 -2.252
H 0.048 5.160 -1.707
O -1.314 1.009 -6.434
H -1.649 1.588 -5.702
H -1.790 0.184 -6.479
O 0.948 4.482 -6.595
H 0.635 4.216 -7.496
H 0.239 4.085 -6.027
O 3.462 5.755 -7.249
H 3.727 5.001 -7.830
H 2.660 5.419 -6.861
```

As for the largest force on an atom: 0.069 hartree/bohr. The calculation puts the LUMO energy at 0.0 eV. For the calculated total energy, the calculation gives -4567.147526 a.u. For the frontier orbital gap, the calculation gives 8.61 eV.

Atom charges from the Löwdin analysis, given in e for atoms 1 to 99: atom 1 (C): -0.02, atom 2 (C): -0.45, atom 3 (C): -0.16, atom 4 (C): -0.18, atom 5 (C): -0.13, atom 6 (C): -0.55, atom 7 (N): -0.10, atom 8 (O): -0.04, atom 9 (C): -0.01, atom 10 (C): -0.04, atom 11 (C): -0.01, atom 12 (H): 0.09, atom 13 (H): 0.05, atom 14 (H): 0.07, atom 15 (H): 0.10, atom 16 (H): 0.12, atom 17 (H): 0.13, atom 18 (H): 0.10, atom 19 (H): 0.13, atom 20 (H): 0.12, atom 21 (H): 0.06, atom 22 (H): 0.07, atom 23 (H): 0.07, atom 24 (H): 0.09, atom 25 (H): 0.07, atom 26 (H): 0.11, atom 27 (H): 0.07, atom 28 (H): 0.05, atom 29 (H): 0.10, atom 30 (H): 0.09, atom 31 (C): 0.00, atom 32 (C): -0.51, atom 33 (C): -0.17, atom 34 (C): -0.16, atom 35 (C): -0.12, atom 36 (C): -0.50, atom 37 (N): -0.09, atom 38 (O): -0.01, atom 39 (C): -0.02, atom 40 (C): -0.02, atom 41 (C): -0.02, atom 42 (H): 0.06, atom 43 (H): 0.07, atom 44 (H): 0.08, atom 45 (H): 0.11, atom 46 (H): 0.11, atom 47 (H): 0.08, atom 48 (H): 0.12, atom 49 (H): 0.11, atom 50 (H): 0.12, atom 51 (H): 0.08, atom 52 (H): 0.06, atom 53 (H): 0.09, atom 54 (H): 0.08, atom 55 (H): 0.04, atom 56 (H): 0.09, atom 57 (H): 0.09, atom 58 (H): 0.09, atom 59 (H): 0.05, atom 60 (H): 0.10, atom 61 (C): -0.02, atom 62 (C): -0.49, atom 63 (C): -0.18, atom 64 (C): -0.14, atom 65 (C): -0.10, atom 66 (C): -0.50, atom 67 (N): -0.05, atom 68 (O): -0.08, atom 69 (C): -0.02, atom 70 (C): -0.02, atom 71 (C): -0.01, atom 72 (H): 0.08, atom 73 (H): 0.05, atom 74 (H): 0.08, atom 75 (H): 0.10, atom 76 (H): 0.14, atom 77 (H): 0.11, atom 78 (H): 0.10, atom 79 (H): 0.11, atom 80 (H): 0.10, atom 81 (H): 0.09, atom 82 (H): 0.09, atom 83 (H): 0.04, atom 84 (H): 0.06, atom 85 (H): 0.09, atom 86 (H): 0.08, atom 87 (H): 0.06, atom 88 (H): 0.09, atom 89 (H): 0.07, atom 90 (H): 0.02, atom 91 (C): -0.02, atom 92 (C): -0.45, atom 93 (C): -0.09, atom 94 (C): -0.19, atom 95 (C): -0.15, atom 96 (C): -0.51, atom 97 (N): -0.08, atom 98 (O): -0.04, atom 99 (C): -0.02



[3]
ORCA calculation (ωB97M-V with the def2-TZVPD basis set) on one molecule with the formula C4H5NO3 at a distorted geometry.

```
13
C4H5NO3 | the OMol25 dataset | ωB97M-V with the def2-TZVPD basis set
C -0.871 0.694 -0.468
C -1.234 -0.526 0.298
C -0.197 -1.449 0.754
C 1.197 -1.383 0.662
H -0.262 2.542 -1.471
H 1.306 1.083 0.018
H -2.265 -0.494 0.733
H -0.590 -2.334 1.126
H 1.756 -2.352 1.038
N 0.424 1.169 -0.675
O 0.704 2.311 -1.396
O -1.925 1.165 -1.104
O 1.956 -0.425 0.485
```

Its SMILES is O=C/C=C\C(=O)NO. As for the largest force on an atom: 0.139 hartree/bohr. The calculation puts the LUMO energy at -1.7 eV. For the calculated total energy, the calculation gives -435.741162 a.u. For the frontier orbital gap, the calculation gives 7.69 eV.

Taken from the natural (NBO) analysis, the atomic charges in e are: atom 1 (C): 0.49, atom 2 (C): -0.08, atom 3 (C): -0.32, atom 4 (C): 0.37, atom 5 (H): 0.49, atom 6 (H): 0.46, atom 7 (H): 0.26, atom 8 (H): 0.22, atom 9 (H): 0.13, atom 10 (N): -0.31, atom 11 (O): -0.51, atom 12 (O): -0.65, atom 13 (O): -0.54